{
  "formula": "C20H20HfN5Se",
  "method": "ωB97M-V/def2-TZVPD",
  "species": ["Hf", "C", "C", "C", "C", "C", "C", "C", "N", "N", "C", "C", "C", "C", "C", "C", "N", "C", "C", "C", "C", "C", "C", "N", "H", "H", "H", "H", "H", "H", "H", "H", "H", "H", "H", "H", "H", "H", "H", "H", "H", "H", "H", "H", "Se", "C", "N"],
  "xyz": [[0.266, -0.097, -0.307], [-0.455, -3.020, -0.102], [-1.718, -2.716, -0.923], [-1.489, -1.915, -2.179], [-2.128, -2.282, -3.357], [-1.968, -1.512, -4.498], [-1.152, -0.387, -4.426], [-0.523, -0.086, -3.235], [-0.681, -0.833, -2.114], [-0.051, -1.987, 0.903], [1.233, -2.430, 1.520], [2.453, -1.615, 1.153], [3.692, -2.004, 1.651], [4.805, -1.224, 1.384], [4.642, -0.066, 0.628], [3.383, 0.258, 0.160], [2.293, -0.506, 0.405], [-1.112, -1.807, 1.934], [-1.702, -0.411, 1.980], [-2.623, -0.075, 2.968], [-3.125, 1.217, 3.021], [-2.705, 2.139, 2.067], [-1.782, 1.744, 1.120], [-1.280, 0.490, 1.072], [0.385, -3.166, -0.798], [-0.630, -3.970, 0.421], [-2.498, -2.223, -0.330], [-2.145, -3.676, -1.230], [-2.750, -3.164, -3.374], [-2.463, -1.784, -5.419], [-1.009, 0.252, -5.282], [0.133, 0.781, -3.159], [1.433, -3.481, 1.275], [1.163, -2.394, 2.613], [3.773, -2.901, 2.247], [5.773, -1.514, 1.763], [5.483, 0.575, 0.418], [3.229, 1.161, -0.425], [-0.720, -2.007, 2.939], [-1.925, -2.534, 1.801], [-2.936, -0.807, 3.698], [-3.823, 1.505, 3.795], [-3.090, 3.147, 2.063], [-1.406, 2.442, 0.377], [1.662, 4.265, -1.902], [1.112, 2.772, -1.356], [0.709, 1.688, -0.976]],
  "atomic_forces_ev_per_a": [[0.0, 0.6, -0.6], [-0.4, -0.6, -0.5], [0.1, 0.0, -0.1], [-0.5, -0.5, -0.1], [0.2, 0.2, 0.3], [0.2, 0.2, 0.2], [0.1, 0.0, 0.2], [0.1, 0.4, -0.7], [-0.1, -0.2, -0.4], [0.0, -0.4, 0.6], [0.6, -0.3, 0.5], [0.2, -0.5, 0.3], [-0.3, 0.2, -0.2], [-0.3, 0.0, -0.1], [-0.3, 0.0, -0.1], [0.7, 0.4, -0.2], [0.1, -0.3, 0.2], [-0.5, 0.1, 0.6], [-0.3, -0.4, 0.6], [0.2, 0.0, -0.3], [0.2, -0.1, -0.2], [0.2, -0.2, -0.2], [-0.3, 0.8, 0.0], [-0.1, -0.1, 0.3], [-0.1, -0.1, 0.2], [0.2, 0.2, 0.0], [0.0, -0.1, 0.1], [0.1, 0.1, 0.2], [0.0, -0.1, 0.0], [0.0, 0.0, -0.1], [0.1, 0.1, -0.1], [-0.2, -0.3, -0.1], [-0.1, 0.2, 0.0], [-0.1, 0.0, -0.2], [0.0, -0.1, 0.0], [0.1, 0.0, 0.0], [0.0, 0.1, -0.1], [0.0, -0.2, 0.1], [0.1, -0.1, -0.3], [0.2, 0.1, -0.1], [0.0, -0.1, 0.0], [-0.1, 0.0, 0.0], [0.1, 0.1, 0.0], [-0.1, -0.1, 0.1], [-0.1, -0.3, 0.1], [0.3, 1.2, -0.4], [0.0, -0.1, 0.2]],
  "mulliken_charge": [1.5760, -1.3379, -0.8355, 0.9621, -0.9054, -0.3308, -0.8720, -0.0305, -0.2126, 0.3920, -1.0005, 0.8169, -1.0190, -0.2628, -0.8305, 0.0148, -0.2512, -1.1740, 0.9180, -1.0324, -0.2268, -0.8751, 0.0758, 0.0571, 0.5910, 0.6059, 0.3187, 0.5607, 0.4797, 0.4699, 0.4545, 0.4152, 0.5584, 0.4606, 0.5382, 0.4760, 0.4536, 0.3592, 0.5735, 0.5215, 0.5288, 0.4760, 0.4556, 0.4128, 0.1843, 0.6461, -1.1558],
  "e_above_lowest_ev": 0.2854,
  "charge": 3,
  "spin_multiplicity": 1,
  "lumo_ev": -9.98,
  "homo_energy_ev": -17.85,
  "total_energy_ha": -3496.516699
}

{
  "formula": "C3H3ClN2O3",
  "method": "ωB97M-V/def2-TZVPD",
  "species": ["O", "C", "O", "C", "N", "Cl", "C", "N", "O", "H", "H", "H"],
  "xyz": [[2.771, 1.607, 1.332], [1.813, 1.071, 0.950], [1.585, 0.733, -0.325], [0.501, -0.206, -0.656], [-0.682, 0.031, 0.159], [-1.890, -1.322, -0.012], [-0.469, 0.456, 1.391], [0.669, 0.953, 1.820], [0.779, 1.426, 2.997], [0.876, -1.234, -0.657], [0.241, -0.086, -1.830], [-1.331, 0.477, 1.948]],
  "atomic_forces_ev_per_a": [[1.7, 0.4, 0.2], [-1.1, 0.3, -0.4], [-1.4, -1.3, -0.9], [0.2, 0.3, -3.3], [-0.3, -1.4, -3.1], [1.3, 1.2, 0.2], [1.6, 0.5, 0.6], [-1.4, -0.8, 0.8], [0.1, 0.2, 0.2], [0.0, 0.0, 0.9], [0.6, 0.4, 2.8], [-1.4, 0.3, 1.9]],
  "mulliken_charge": [-0.3895, 0.4127, -0.3206, -0.2347, -0.1857, -0.0612, -0.0339, 0.4651, -0.6840, 0.3121, 0.2499, 0.4698],
  "spin_multiplicity": 1,
  "smiles": "O=C1OCN(Cl)C=[N+]1[O-]",
  "lumo_ev": [-1.36, -1.36],
  "homo_energy_ev": [-8.40, -8.40],
  "total_energy_ha": -911.382812
}

{
  "formula": "C5H11ClN",
  "method": "ωB97M-V/def2-TZVPD",
  "species": ["C", "C", "C", "C", "C", "N", "Cl", "H", "H", "H", "H", "H", "H", "H", "H", "H", "H", "H"],
  "xyz": [[-0.006, 0.793, 1.101], [0.227, 0.931, -0.374], [-2.189, 0.121, -0.018], [-0.150, -1.502, 0.139], [2.288, 0.407, -0.922], [-0.648, -0.099, 0.048], [3.191, -0.308, 0.300], [0.846, 0.333, 1.633], [-0.569, 1.536, 1.631], [-0.183, 1.698, -0.943], [-2.201, 1.161, 0.167], [-2.496, -0.133, -0.996], [-2.696, -0.420, 0.825], [0.780, -1.430, 0.624], [-0.926, -2.274, 0.476], [0.052, -2.024, -0.830], [2.685, 1.389, -1.054], [1.994, -0.180, -1.808]],
  "atomic_forces_ev_per_a": [[1.4, -0.1, -1.6], [4.6, -0.9, 1.0], [2.0, -0.7, 1.4], [-1.7, -2.1, -2.0], [-3.7, 0.7, -0.4], [-2.0, -1.8, 2.2], [0.0, -0.8, 0.7], [-0.8, 0.1, -0.2], [-0.6, -0.1, 0.1], [-0.6, 1.2, -1.0], [-0.9, 1.1, -0.1], [-0.6, -0.3, -0.9], [0.7, 0.3, -1.0], [0.8, -0.6, 1.0], [1.0, 1.7, 0.7], [0.0, 1.4, 0.0], [-0.3, 0.6, -0.6], [0.7, 0.2, 0.6]],
  "mulliken_charge": [-0.3483, -0.3202, -0.9225, -0.7488, -0.3580, 0.2487, -0.0672, 0.1689, 0.2955, 0.3402, 0.3574, 0.3888, 0.3441, 0.3477, 0.2778, 0.2947, 0.3725, 0.3287],
  "e_above_lowest_ev": 4.1461,
  "charge": 1,
  "spin_multiplicity": 1,
  "lumo_ev": -3.57,
  "homo_energy_ev": -14.04,
  "total_energy_ha": -711.657233
}

{
  "formula": "C2H4F3O2PmS",
  "method": "ωB97M-V/def2-TZVPD",
  "species": ["C", "H", "H", "H", "Pm", "H", "S", "O", "O", "C", "F", "F", "F"],
  "xyz": [[1.788, 2.666, -4.580], [1.788, 3.717, -4.912], [1.090, 2.190, -5.294], [1.483, 2.769, -3.520], [4.185, 1.689, -4.820], [1.190, 0.279, -3.753], [2.790, -1.389, -3.413], [1.472, -0.711, -3.995], [3.918, -0.374, -3.447], [2.343, -1.375, -1.579], [1.494, -2.361, -1.362], [3.447, -1.564, -0.885], [1.793, -0.227, -1.239]],
  "atomic_forces_ev_per_a": [[0.8, 0.2, -0.3], [0.6, -0.1, -0.2], [0.2, -0.3, 0.7], [0.0, -0.7, -0.4], [-1.5, -0.4, 1.1], [0.9, -2.8, 0.0], [-0.7, 0.1, 0.3], [-0.4, 2.3, 0.1], [0.0, 1.7, -1.2], [-0.1, -0.6, 1.0], [0.2, 0.2, -0.4], [0.1, 0.1, -0.3], [0.0, 0.4, -0.3]],
  "mulliken_charge": [-1.5601, 0.4436, 0.4706, 0.4436, 2.0007, 0.3931, 0.6705, -0.4199, -0.6562, 0.7552, -0.1640, -0.1746, -0.2026],
  "charge": 2,
  "spin_multiplicity": 5,
  "lumo_ev": [-11.16, -9.87],
  "homo_energy_ev": [-18.20, -18.58],
  "total_energy_ha": -1534.478321
}

{
  "formula": "C56H41AlBrClN5O2P2",
  "method": "ωB97M-V/def2-TZVPD",
  "species": ["Al", "Cl", "C", "C", "C", "C", "O", "C", "C", "N", "C", "C", "C", "C", "C", "C", "C", "C", "N", "C", "C", "H", "H", "H", "H", "H", "H", "H", "H", "H", "H", "Br", "C", "C", "C", "C", "C", "C", "N", "N", "C", "C", "C", "C", "O", "C", "N", "C", "C", "C", "C", "H", "H", "H", "H", "H", "H", "H", "H", "H", "C", "P", "C", "C", "C", "C", "C", "C", "C", "C", "C", "C", "C", "C", "P", "C", "C", "C", "C", "C", "C", "C", "C", "C", "C", "C", "C", "H", "H", "H", "H", "H", "H", "H", "H", "H", "H", "H", "H", "H", "H", "H", "H", "H", "H", "H", "H", "H", "H"],
  "xyz": [[-0.250, 0.046, -0.127], [5.096, 2.122, -4.170], [3.846, 1.889, -2.991], [3.118, 2.990, -2.530], [2.134, 2.829, -1.582], [1.818, 1.559, -1.073], [0.867, 1.445, -0.165], [2.568, 0.451, -1.543], [2.449, -0.826, -0.890], [1.442, -1.113, -0.149], [1.427, -2.153, 0.791], [2.047, -3.369, 0.749], [1.981, -4.223, 1.872], [1.349, -3.836, 3.020], [0.704, -2.577, 3.088], [0.093, -2.054, 4.251], [-0.459, -0.806, 4.217], [-0.478, -0.095, 3.003], [0.057, -0.557, 1.893], [0.701, -1.767, 1.945], [3.589, 0.640, -2.490], [3.346, 3.974, -2.917], [1.578, 3.679, -1.210], [3.293, -1.514, -0.962], [2.590, -3.680, -0.134], [2.464, -5.189, 1.823], [1.337, -4.482, 3.888], [0.086, -2.641, 5.161], [-0.913, -0.363, 5.091], [-0.963, 0.870, 2.948], [4.175, -0.207, -2.823], [3.907, 1.349, -8.060], [2.159, 1.907, -7.608], [1.135, 1.762, -8.531], [-0.142, 2.188, -8.198], [-0.393, 2.706, -6.937], [0.645, 2.872, -6.027], [1.927, 2.476, -6.364], [-1.715, 3.199, -6.667], [-2.301, 2.911, -5.622], [-1.760, 1.973, -4.686], [-1.244, 0.751, -5.032], [-0.849, -0.190, -4.067], [-0.960, 0.102, -2.730], [-0.539, -0.689, -1.754], [-1.526, 1.353, -2.350], [-1.564, 1.600, -1.011], [-1.984, 2.781, -0.612], [-2.462, 3.762, -1.496], [-2.449, 3.516, -2.842], [-1.939, 2.288, -3.313], [1.337, 1.339, -9.504], [-0.951, 2.116, -8.913], [0.453, 3.315, -5.058], [2.743, 2.608, -5.668], [-1.139, 0.495, -6.079], [-0.430, -1.140, -4.368], [-1.945, 2.983, 0.451], [-2.820, 4.701, -1.101], [-2.805, 4.249, -3.553], [-4.021, -1.039, -0.562], [-2.548, -1.150, 0.533], [-3.339, -0.498, 2.059], [-3.744, -1.152, 3.219], [-4.342, -0.450, 4.259], [-4.555, 0.915, 4.161], [-4.180, 1.579, 3.002], [-3.582, 0.876, 1.970], [-2.173, -2.937, 0.605], [-2.427, -3.829, 1.646], [-2.075, -5.167, 1.536], [-1.466, -5.640, 0.384], [-1.197, -4.762, -0.655], [-1.536, -3.422, -0.544], [-3.951, -1.772, -2.283], [-5.386, -2.904, -2.133], [-6.556, -2.780, -2.873], [-7.576, -3.713, -2.733], [-7.439, -4.775, -1.855], [-6.268, -4.914, -1.120], [-5.247, -3.992, -1.266], [-4.656, -0.405, -3.274], [-4.290, -0.361, -4.616], [-4.828, 0.593, -5.470], [-5.727, 1.528, -4.984], [-6.106, 1.492, -3.648], [-5.584, 0.525, -2.803], [-4.278, 0.018, -0.628], [-4.817, -1.537, -0.003], [-3.611, -2.213, 3.347], [-4.646, -0.982, 5.150], [-5.024, 1.454, 4.973], [-4.357, 2.642, 2.899], [-3.309, 1.400, 1.065], [-2.905, -3.511, 2.557], [-2.288, -5.842, 2.354], [-1.202, -6.686, 0.297], [-0.722, -5.117, -1.560], [-1.304, -2.749, -1.357], [-6.680, -1.955, -3.563], [-8.483, -3.603, -3.313], [-8.238, -5.497, -1.746], [-6.148, -5.750, -0.443], [-4.326, -4.121, -0.706], [-3.575, -1.082, -4.994], [-4.533, 0.616, -6.510], [-6.130, 2.285, -5.643], [-6.821, 2.210, -3.268], [-5.928, 0.488, -1.777]],
  "atomic_forces_ev_per_a": [[0.1, -0.1, -0.1], [0.0, 0.0, 0.0], [0.0, 0.0, 0.0], [0.0, 0.0, 0.0], [0.0, 0.0, 0.0], [-0.1, -0.1, -0.1], [0.1, 0.1, 0.0], [0.0, 0.0, 0.0], [0.0, 0.0, 0.0], [-0.3, -0.2, 0.0], [0.1, 0.0, 0.1], [0.0, 0.0, 0.0], [0.0, 0.0, 0.0], [0.0, 0.0, 0.0], [0.0, 0.0, 0.0], [0.0, 0.0, 0.0], [0.0, 0.0, 0.0], [0.0, 0.0, 0.0], [-0.1, 0.1, 0.0], [0.0, 0.0, 0.0], [0.0, 0.0, 0.0], [0.0, 0.0, 0.0], [0.0, 0.0, 0.0], [0.0, 0.0, 0.1], [0.0, 0.0, 0.0], [0.0, 0.0, 0.0], [0.0, 0.0, 0.0], [0.0, 0.0, 0.0], [0.0, 0.0, 0.0], [0.0, 0.0, 0.0], [0.0, 0.0, 0.0], [0.0, 0.0, 0.0], [0.0, 0.0, 0.0], [0.1, 0.0, 0.0], [-0.1, 0.0, 0.1], [0.2, 0.2, -0.1], [0.1, 0.1, -0.1], [0.0, 0.0, 0.0], [0.1, 0.0, -0.3], [-0.1, 0.0, 0.2], [-0.2, -0.1, 0.2], [-0.1, -0.1, 0.0], [0.0, 0.0, 0.0], [0.0, 0.0, 0.1], [0.1, 0.1, -0.2], [0.0, 0.0, 0.0], [0.1, 0.0, 0.1], [-0.1, 0.0, 0.1], [0.0, 0.0, 0.0], [0.0, 0.0, 0.0], [0.0, 0.0, -0.1], [0.0, 0.0, 0.0], [0.0, 0.0, 0.0], [0.0, 0.0, 0.0], [0.0, 0.0, 0.0], [0.0, 0.0, 0.0], [0.0, 0.0, 0.0], [0.0, 0.0, 0.0], [0.0, 0.0, 0.0], [0.0, 0.0, 0.0], [-0.1, -0.1, 0.1], [0.0, -0.1, 0.0], [0.0, 0.0, -0.1], [0.0, -0.1, 0.0], [0.0, 0.0, 0.0], [0.0, 0.0, 0.0], [0.0, 0.0, 0.0], [0.0, 0.0, 0.0], [0.1, 0.0, 0.1], [0.0, 0.0, 0.0], [0.0, 0.0, 0.0], [0.0, 0.0, 0.0], [0.0, 0.0, 0.0], [0.0, 0.0, 0.0], [0.1, 0.1, 0.0], [0.1, -0.1, 0.0], [0.0, 0.0, 0.0], [0.0, 0.0, 0.0], [0.0, 0.0, 0.0], [0.0, 0.0, 0.0], [0.0, 0.0, 0.0], [-0.1, 0.0, 0.0], [0.0, 0.0, 0.0], [0.0, 0.0, 0.0], [0.0, 0.0, 0.0], [0.0, 0.0, 0.0], [0.0, 0.0, 0.0], [0.1, 0.0, 0.0], [0.0, 0.1, -0.1], [0.0, 0.1, 0.0], [0.0, 0.0, 0.0], [0.0, 0.0, 0.0], [0.0, 0.0, 0.0], [0.0, 0.1, -0.1], [0.1, -0.1, -0.1], [0.0, 0.0, 0.0], [0.0, 0.0, 0.0], [0.0, 0.0, 0.0], [0.0, 0.0, 0.0], [0.0, 0.0, 0.0], [0.0, 0.0, 0.0], [0.0, 0.0, 0.0], [0.0, 0.0, 0.0], [0.0, 0.0, 0.0], [0.0, 0.0, 0.0], [0.0, 0.0, 0.0], [0.0, 0.0, 0.0], [0.0, 0.0, 0.0], [0.0, 0.0, 0.0]],
  "mulliken_charge": [-0.9724, -0.1793, -0.0595, -0.5432, -0.6779, 0.3782, -0.3987, 0.1462, 0.1776, 0.6293, -0.1668, -0.4996, -1.0365, -0.8393, 1.0938, -0.7119, -1.1090, -0.0833, 0.6476, 0.4413, -0.8673, 0.4739, 0.5047, 0.5145, 0.5022, 0.4504, 0.4647, 0.4880, 0.4565, 0.7117, 0.5058, -0.1682, -0.0320, -0.5086, -0.2945, -0.2184, 0.2304, -0.1847, -0.9337, -0.3141, 0.5425, -0.0269, -0.7049, 0.8467, -0.1806, -0.1693, 0.3418, -0.4151, -1.6004, -0.2810, 0.1586, 0.4364, 0.4487, 0.4279, 0.3113, 0.5112, 0.5713, 0.7108, 0.4818, 0.6188, -1.7778, 0.5310, 1.1459, -0.2756, -1.0301, -0.6640, -0.8596, -1.1675, 1.6775, -0.5273, -1.1542, -0.9604, -0.9057, -0.2082, 0.2682, 0.6717, -0.6774, -0.7309, -0.5572, -0.7728, -0.1384, 0.9229, -0.4837, -0.7530, -0.4747, -1.0059, -0.1362, 0.8285, 1.0299, 0.4875, 0.4682, 0.4128, 0.4747, 0.3581, 0.0462, 0.5145, 0.4443, 0.5170, 0.2651, 0.3832, 0.4220, 0.3792, 0.4439, 0.2266, 0.4326, 0.4234, 0.4058, 0.4449, 0.5875],
  "e_above_lowest_ev": 0.0000,
  "charge": 1,
  "spin_multiplicity": 1,
  "lumo_ev": -3.31,
  "homo_energy_ev": -9.77,
  "total_energy_ha": -6542.207013
}

{
  "formula": "C4H7N2O4",
  "method": "ωB97M-V/def2-TZVPD",
  "species": ["C", "C", "C", "C", "N", "N", "O", "O", "O", "O", "H", "H", "H", "H", "H", "H", "H"],
  "xyz": [[-1.177, 1.497, 1.321], [0.418, -1.034, 1.138], [-0.501, -1.296, -1.172], [-0.702, 0.775, 0.015], [-0.333, -0.471, -0.017], [1.740, 1.424, -1.096], [-0.707, 1.223, 2.417], [2.296, 2.298, -1.736], [-2.211, 2.177, 1.085], [2.172, 0.192, -1.012], [-0.083, -1.796, 1.627], [1.357, -1.298, 0.630], [0.542, -0.339, 1.989], [-1.016, -2.312, -0.918], [-1.115, -0.837, -1.974], [0.448, -1.607, -1.513], [-1.128, 1.404, -0.783]],
  "atomic_forces_ev_per_a": [[-1.3, 0.4, 0.5], [1.3, 1.5, -0.9], [-1.6, -2.1, -0.3], [-0.7, 0.7, 0.4], [-1.0, 1.8, 1.2], [-1.2, -1.7, 1.1], [1.0, -0.3, 0.6], [0.8, -1.0, -0.1], [1.0, -0.5, -0.9], [0.2, 2.6, -0.9], [-1.2, -2.2, 0.2], [-0.1, -0.2, 0.8], [0.1, 0.4, -1.2], [0.5, 1.8, 0.0], [0.6, 0.0, 0.7], [1.2, 0.1, -0.7], [0.4, -1.3, -0.4]],
  "mulliken_charge": [0.4534, -1.0009, -0.8481, 0.0220, 0.2390, 0.1425, -0.6901, -0.5383, -0.7019, -0.4900, 0.4268, 0.3704, 0.2765, 0.2766, 0.2841, 0.3737, 0.4041],
  "e_above_lowest_ev": 0.9912,
  "charge": -1,
  "spin_multiplicity": 1,
  "lumo_ev": 3.26,
  "homo_energy_ev": -3.89,
  "total_energy_ha": -567.009689
}

Please write out number 2 again, unchanged.
{
  "formula": "C3H3ClN2O3",
  "method": "ωB97M-V/def2-TZVPD",
  "species": ["O", "C", "O", "C", "N", "Cl", "C", "N", "O", "H", "H", "H"],
  "xyz": [[2.771, 1.607, 1.332], [1.813, 1.071, 0.950], [1.585, 0.733, -0.325], [0.501, -0.206, -0.656], [-0.682, 0.031, 0.159], [-1.890, -1.322, -0.012], [-0.469, 0.456, 1.391], [0.669, 0.953, 1.820], [0.779, 1.426, 2.997], [0.876, -1.234, -0.657], [0.241, -0.086, -1.830], [-1.331, 0.477, 1.948]],
  "atomic_forces_ev_per_a": [[1.7, 0.4, 0.2], [-1.1, 0.3, -0.4], [-1.4, -1.3, -0.9], [0.2, 0.3, -3.3], [-0.3, -1.4, -3.1], [1.3, 1.2, 0.2], [1.6, 0.5, 0.6], [-1.4, -0.8, 0.8], [0.1, 0.2, 0.2], [0.0, 0.0, 0.9], [0.6, 0.4, 2.8], [-1.4, 0.3, 1.9]],
  "mulliken_charge": [-0.3895, 0.4127, -0.3206, -0.2347, -0.1857, -0.0612, -0.0339, 0.4651, -0.6840, 0.3121, 0.2499, 0.4698],
  "spin_multiplicity": 1,
  "smiles": "O=C1OCN(Cl)C=[N+]1[O-]",
  "lumo_ev": [-1.36, -1.36],
  "homo_energy_ev": [-8.40, -8.40],
  "total_energy_ha": -911.382812
}

- Number 2 is which compound?
  C3H3ClN2O3